Record 1
ORCA calculation (ωB97M-V/def2-TZVPD) on a 2-piece molecular cluster, C4H12 overall.

LUMO energy   1.1366 eV
Highest occupied orbital energy   -11.735 eV
Relative energy (zero: lowest compared OMol25 entry of this formula, charge and spin)   0.188 eV
Calculated total energy   -159.57807 a.u.
Molecular weight   60.1 g/mol
Orbital gap   0.4730 hartree
Charge   0
SMILES string   CC.CC

Each line ends with the natural charge from an NBO analysis.
Atoms and positions in Å:
1 C -1.591 -2.219 -0.772  -0.6129
2 H -1.829 -0.707 -2.299  0.2037
3 C 1.022 1.540 1.620  -0.6133
4 H -0.650 -2.778 -0.787  0.2043
5 H 1.977 2.379 -0.153  0.2065
6 H 3.002 1.279 0.778  0.2030
7 H 1.510 1.956 2.506  0.2039
8 H -0.374 -0.461 -1.367  0.2038
9 H 0.616 0.576 1.947  0.2051
10 C 1.974 1.470 0.440  -0.6120
11 H 0.140 2.159 1.420  0.2036
12 H -2.287 -2.774 -1.399  0.2048
13 C -1.413 -0.788 -1.298  -0.6130
14 H -1.956 -2.208 0.251  0.2047
15 H 1.775 0.630 -0.221  0.2033
16 H -1.929 -0.065 -0.664  0.2043

Cartesian forces (eV/Å) of the 2 atoms listed first:
0.4 0.1 -0.1
0.0 0.1 -0.1

Record 2
ORCA calculation (ωB97M-V/def2-TZVPD) on a 2-piece molecular cluster, C4H12 overall in a non-equilibrium geometry.

LUMO energy   1.1566 eV
Highest occupied orbital energy   -10.554 eV
Relative energy (zero: lowest compared OMol25 entry of this formula, charge and spin)   2.312 eV
Calculated total energy   -159.50001 a.u.
Molecular weight   60.1 g/mol
Orbital gap   0.4304 hartree
Charge   0
SMILES string   CC.CC

Each line ends with the natural charge from an NBO analysis.
Atoms and positions in Å:
1 H -0.710 -1.362 -2.049  0.2028
2 H -2.068 -0.435 -2.507  0.2060
3 H 1.955 0.756 1.163  0.2074
4 H -0.172 -0.020 0.567  0.2179
5 H -1.767 -0.696 -0.907  0.2089
6 C -0.323 0.823 -1.773  -0.6153
7 H -0.343 1.534 -2.469  0.2101
8 H -0.855 1.476 -1.095  0.2093
9 C 1.483 0.132 1.934  -0.6172
10 H -0.518 -0.281 2.477  0.2068
11 H 2.230 -0.794 2.209  0.1969
12 C 0.189 -0.453 1.616  -0.6352
13 H 1.185 0.735 2.751  0.2118
14 C -1.195 -0.500 -1.808  -0.6164
15 H 0.817 0.585 -1.331  0.1974
16 H 0.092 -1.501 1.220  0.2088

Cartesian forces (eV/Å) of the 2 atoms listed first:
1.7 -2.2 -0.7
0.9 0.3 0.0

Record 3
ORCA calculation (ωB97M-V/def2-TZVPD) on a 2-piece molecular cluster, C4H12 overall in a non-equilibrium geometry.

LUMO energy   1.1285 eV
Highest occupied orbital energy   -11.273 eV
Relative energy (zero: lowest compared OMol25 entry of this formula, charge and spin)   0.442 eV
Calculated total energy   -159.56874 a.u.
Molecular weight   60.1 g/mol
Orbital gap   0.4557 hartree
Charge   0
SMILES string   CC.CC

Each line ends with the natural charge from an NBO analysis.
Atoms and positions in Å:
1 H 2.479 2.615 0.090  0.2035
2 C 0.865 1.198 -0.580  -0.6075
3 H 1.352 0.258 -0.313  0.2041
4 H 0.026 -1.054 0.831  0.2026
5 H 0.302 1.029 -1.499  0.2028
6 H 1.404 3.358 -0.719  0.2134
7 H -2.621 -0.928 1.102  0.2043
8 C 1.848 2.361 -0.777  -0.6273
9 H -0.175 -2.675 0.287  0.2018
10 H 0.141 1.436 0.198  0.2028
11 C -2.029 -1.851 1.011  -0.6104
12 C -0.686 -1.713 0.341  -0.6068
13 H -0.769 -1.352 -0.686  0.2020
14 H 2.511 2.110 -1.604  0.2083
15 H -1.941 -2.369 1.954  0.2046
16 H -2.706 -2.423 0.365  0.2019

Cartesian forces (eV/Å) of the 2 atoms listed first:
0.3 -1.3 0.1
0.0 0.6 0.2

Record 4
ORCA calculation (ωB97M-V/def2-TZVPD) on a 2-piece molecular cluster, C4H12 overall in a non-equilibrium geometry.

LUMO energy   1.1329 eV
Highest occupied orbital energy   -11.605 eV
Relative energy (zero: lowest compared OMol25 entry of this formula, charge and spin)   0.321 eV
Calculated total energy   -159.57317 a.u.
Molecular weight   60.1 g/mol
Orbital gap   0.4681 hartree
Charge   0
SMILES string   CC.CC

Each line ends with the natural charge from an NBO analysis.
Atoms and positions in Å:
1 H 0.023 -0.561 0.767  0.2014
2 H -0.522 -1.007 2.462  0.2049
3 H 0.364 2.478 -1.280  0.1990
4 H -1.282 0.281 1.402  0.2002
5 H 1.859 0.718 -2.536  0.2027
6 H 1.954 -0.041 -0.897  0.2029
7 H -2.182 -1.530 0.024  0.2025
8 H 0.405 0.141 -1.822  0.2018
9 C -1.765 -1.814 0.985  -0.6036
10 C 1.210 1.951 -0.849  -0.6054
11 H -2.516 -2.059 1.736  0.2019
12 C -0.808 -0.698 1.461  -0.6074
13 H -1.193 -2.746 0.955  0.1996
14 C 1.371 0.576 -1.574  -0.6083
15 H 2.082 2.567 -1.033  0.2047
16 H 1.001 1.745 0.197  0.2031

Cartesian forces (eV/Å) of the 2 atoms listed first:
0.3 -0.5 0.3
0.5 0.7 0.1

Record 5
ORCA calculation (ωB97M-V/def2-TZVPD) on a 2-piece molecular cluster, C4H12 overall in a non-equilibrium geometry.

LUMO energy (spin up / spin down)   -3.0596 / -10.9948 eV
Highest occupied orbital energy (spin up / spin down)   -16.728 / -15.668 eV
2S+1   2
Relative energy (zero: lowest compared OMol25 entry of this formula, charge and spin)   0.501 eV
Calculated total energy   -159.15144 a.u.
Molecular weight   60.1 g/mol
Orbital gap (spin up / spin down)   0.5023 / 0.1717 hartree
Charge   +1

Each line ends with the Mulliken spin population.
Atoms and positions in Å:
1 H 1.046 -3.096 1.149  0.0629
2 H 1.836 -1.447 1.162  0.0139
3 H 0.253 2.060 -2.139  0.0613
4 H 0.463 2.338 0.229  0.0408
5 C 0.936 -2.023 1.353  0.1776
6 H 0.721 -1.895 2.409  0.0198
7 H -0.363 -0.559 0.979  0.0901
8 C -0.074 -1.414 0.298  0.2363
9 C -0.463 1.446 -1.570  0.0250
10 H 0.392 -1.160 -0.652  0.0141
11 H -0.076 0.438 -1.629  0.0165
12 H -1.442 1.516 -2.038  0.0015
13 C -0.488 1.970 -0.186  0.1337
14 H -0.671 1.185 0.626  0.1083
15 H -0.868 -2.137 0.098  -0.0039
16 H -1.203 2.778 -0.091  0.0021

Cartesian forces (eV/Å) of the 2 atoms listed first:
-0.4 0.0 -0.1
0.3 0.1 0.1

Record 6
ORCA calculation (ωB97M-V/def2-TZVPD) on a 2-piece molecular cluster, C4H12 overall in a non-equilibrium geometry.

LUMO energy (spin up / spin down)   -3.1088 / -10.1268 eV
Highest occupied orbital energy (spin up / spin down)   -16.570 / -16.831 eV
2S+1   2
Relative energy (zero: lowest compared OMol25 entry of this formula, charge and spin)   0.036 eV
Calculated total energy   -159.16852 a.u.
Molecular weight   60.1 g/mol
Orbital gap (spin up / spin down)   0.4947 / 0.2464 hartree
Charge   +1

Each line ends with the Mulliken spin population.
Atoms and positions in Å:
1 C -1.099 -0.871 0.576  0.3052
2 H 1.715 -1.208 -1.011  -0.0018
3 H -1.450 -1.860 0.839  0.0000
4 H -2.933 -0.191 1.148  0.0869
5 H 0.975 1.709 -0.592  0.0024
6 H 0.040 -0.588 0.852  0.1749
7 H 1.800 1.112 -2.063  0.0367
8 C 1.801 -0.266 -0.471  0.1050
9 H -1.758 0.462 2.170  0.0749
10 C 1.122 0.854 -1.248  0.0048
11 H -1.794 1.181 0.575  -0.0005
12 H -0.799 -0.807 -0.488  0.0522
13 H 0.164 0.577 -1.690  0.0078
14 H 2.820 0.051 -0.252  0.0253
15 C -1.915 0.241 1.100  0.0622
16 H 1.312 -0.395 0.554  0.0641

Cartesian forces (eV/Å) of the 2 atoms listed first:
-0.6 0.5 -0.7
0.3 -0.2 0.4

Record 7
ORCA calculation (ωB97M-V/def2-TZVPD) on a 2-piece molecular cluster, C4H12 overall in a non-equilibrium geometry.

LUMO energy (spin up / spin down)   -3.0014 / -11.4926 eV
Highest occupied orbital energy (spin up / spin down)   -16.760 / -15.558 eV
2S+1   2
Relative energy (zero: lowest compared OMol25 entry of this formula, charge and spin)   0.494 eV
Calculated total energy   -159.15169 a.u.
Molecular weight   60.1 g/mol
Orbital gap (spin up / spin down)   0.5056 / 0.1494 hartree
Charge   +1

Each line ends with the Mulliken spin population.
Atoms and positions in Å:
1 H -2.462 1.609 -0.991  0.0613
2 C 1.087 -0.321 1.626  0.0780
3 H -2.154 -0.453 0.034  0.0204
4 H 0.330 -1.114 1.591  0.0258
5 C -1.625 -0.368 -0.931  0.0716
6 H 1.517 -0.461 -0.396  0.1008
7 H -1.339 1.282 -2.371  -0.0038
8 H -0.601 -0.761 -0.673  0.0839
9 H -2.120 -1.057 -1.613  0.0122
10 H 1.528 -0.271 2.639  0.0624
11 H 2.766 -1.322 0.431  0.0953
12 H 0.490 0.621 1.515  0.1016
13 H 2.800 0.406 0.620  0.0188
14 H -0.762 1.576 -0.729  0.0425
15 C -1.557 1.074 -1.325  0.0576
16 C 2.102 -0.440 0.573  0.1716

Cartesian forces (eV/Å) of the 2 atoms listed first:
0.0 0.1 -0.1
-0.3 -0.6 0.3

Record 8
ORCA calculation (ωB97M-V/def2-TZVPD) on C4H12AgAlBNO as an isolated structure in a non-equilibrium geometry.

LUMO energy   -2.3047 eV
Highest occupied orbital energy   -7.023 eV
Calculated total energy   -703.67011 a.u.
Molecular weight   235.8 g/mol
Orbital gap   0.1734 hartree
Charge   0

Each line ends with the natural charge from an NBO analysis.
Atoms and positions in Å:
1 B -0.659 1.077 0.174  0.6392
2 H -0.643 -1.142 1.101  0.2104
3 H -0.996 1.298 2.164  0.5078
4 Al 1.340 1.549 -0.466  0.8029
5 H -0.906 0.221 -2.430  0.2281
6 H -2.396 -0.945 1.302  0.1433
7 N -1.528 0.063 -0.429  -0.8045
8 C -1.597 -1.072 0.571  -0.4403
9 H 2.374 -1.896 0.829  0.1637
10 C 2.465 -1.016 0.200  -0.4561
11 H 1.527 1.115 -2.004  -0.3713
12 H -1.618 -1.306 -1.996  0.1824
13 C 2.432 0.225 0.644  -0.6481
14 Ag -3.094 1.162 1.512  0.8412
15 H 0.027 -0.979 -1.480  0.2130
16 H 1.737 3.073 -0.162  -0.3700
17 C -0.943 -0.523 -1.653  -0.4111
18 H 2.530 -1.141 -0.874  0.1839
19 H 2.919 0.494 1.580  0.1865
20 O -1.236 1.762 1.347  -1.0345
21 H -1.735 -2.019 0.070  0.2334

Cartesian forces (eV/Å) of the 2 atoms listed first:
0.1 0.3 -0.9
0.0 -0.2 0.2

Record 9
ORCA calculation (ωB97M-V/def2-TZVPD) on C4H12AgBO as an isolated structure in a non-equilibrium geometry.

LUMO energy   -2.6752 eV
Highest occupied orbital energy   -7.676 eV
Relative energy (zero: lowest compared OMol25 entry of this formula, charge and spin)   0.589 eV
Calculated total energy   -406.52111 a.u.
Molecular weight   194.8 g/mol
Orbital gap   0.1838 hartree
Charge   0

Each line ends with the natural charge from an NBO analysis.
Atoms and positions in Å:
1 H -1.862 -1.091 -1.089  0.3744
2 H 1.673 0.672 1.145  0.1963
3 H 2.545 0.923 -0.886  0.1964
4 H -0.260 2.163 0.642  0.2077
5 C 0.828 -1.241 0.600  -0.6280
6 H 1.862 -1.651 0.658  0.2303
7 C -0.426 1.069 0.789  -0.6593
8 O -1.412 -0.280 -1.240  -0.8933
9 H -0.617 0.918 1.882  0.1934
10 H 0.971 1.589 -1.420  0.2291
11 H 0.235 -1.512 1.505  0.2137
12 H 1.392 -0.175 -1.697  0.1961
13 H -2.462 -0.062 0.741  -0.1374
14 C 1.466 0.693 -1.005  -0.6098
15 H -2.362 1.533 -0.411  -0.0821
16 H 0.395 -1.701 -0.340  0.0954
17 B -1.750 0.553 -0.035  0.1306
18 C 0.897 0.320 0.421  -0.1950
19 Ag -1.112 -2.721 -0.260  0.9415

Cartesian forces (eV/Å) of the 2 atoms listed first:
-1.6 -0.5 -0.6
-0.4 -0.5 -0.3

Record 10
ORCA calculation (ωB97M-V/def2-TZVPD) on C4H12B2F9KO2 as an isolated structure in a non-equilibrium geometry.

LUMO energy   3.9495 eV
Highest occupied orbital energy   -1.708 eV
Relative energy (zero: lowest compared OMol25 entry of this formula, charge and spin)   1.289 eV
Calculated total energy   -1859.04916 a.u.
Molecular weight   323.8 g/mol
Orbital gap   0.2079 hartree
Charge   -2

Each line ends with the Mulliken charge.
Atoms and positions in Å:
1 F 1.164 0.372 -3.415  -0.2257
2 H -0.810 -3.269 -0.397  0.2246
3 F 2.703 0.229 1.590  -0.4339
4 C -3.691 1.806 1.540  -0.9982
5 B 2.159 0.849 -4.184  0.4931
6 H -1.655 1.988 1.935  0.2499
7 F 1.569 1.148 -5.432  -0.4165
8 H -3.677 0.815 1.992  0.2352
9 O -1.893 1.897 -0.088  -0.2971
10 H 1.773 -2.085 1.686  0.1786
11 B 3.204 0.250 0.275  0.6366
12 H -1.199 -3.209 1.735  0.3020
13 C 0.814 -2.266 2.171  -0.8223
14 H -4.217 2.325 2.342  0.3401
15 F -1.658 1.091 -3.093  -0.9445
16 H 0.069 -4.251 1.508  0.2939
17 H -4.399 1.768 0.712  0.3266
18 O -0.142 -2.749 0.055  -0.3774
19 C -2.318 2.342 1.145  -0.2849
20 C -0.164 -3.192 1.395  -0.3060
21 F 2.809 -0.949 -0.395  -0.4438
22 H 1.015 -2.676 3.160  0.3870
23 H -2.586 2.120 -0.715  0.1964
24 F 2.623 2.094 -3.645  -0.4574
25 F 2.775 1.413 -0.391  -0.3739
26 F 3.068 -0.170 -4.268  -0.4127
27 H 0.306 -1.313 2.320  0.1753
28 K 0.058 0.043 -1.007  0.8223
29 F 4.533 0.150 0.325  -0.3368
30 H -2.232 3.428 1.143  0.2694

Cartesian forces (eV/Å) of the 2 atoms listed first:
-1.9 -0.8 2.1
0.0 0.1 -0.4

Record 11
ORCA calculation (ωB97M-V/def2-TZVPD) on C4H12BBeCl8 as an isolated structure in a non-equilibrium geometry.

LUMO energy (spin up / spin down)   -1.2078 / -3.2327 eV
Highest occupied orbital energy (spin up / spin down)   -9.868 / -10.507 eV
2S+1   2
Calculated total energy   -3880.49556 a.u.
Molecular weight   363.6 g/mol
Orbital gap (spin up / spin down)   0.3182 / 0.2673 hartree
Charge   0

Each line ends with the Mulliken spin population.
Atoms and positions in Å:
1 H 17.266 6.515 9.826  -0.0029
2 C 18.189 10.603 11.248  -0.0008
3 H 19.343 7.958 6.181  -0.0013
4 Cl 16.732 11.284 10.549  0.0077
5 H 17.576 5.680 8.256  0.0005
6 Cl 18.874 7.241 3.878  0.0000
7 C 21.497 8.637 9.346  -0.0031
8 Cl 20.998 7.631 10.744  0.0000
9 Cl 17.994 8.985 11.993  0.0006
10 H 19.033 10.547 10.561  0.0007
11 Cl 22.735 7.808 8.350  0.0000
12 C 17.206 5.576 9.276  0.0030
13 Cl 15.535 5.257 9.193  0.0000
14 Cl 18.222 4.358 10.171  0.0001
15 H 16.585 9.040 8.848  0.0270
16 B 17.379 8.990 8.120  0.1624
17 H 18.150 9.697 8.385  -0.0035
18 H 18.356 11.272 12.092  0.0004
19 H 17.942 6.850 5.917  -0.0011
20 Be 15.357 10.603 7.749  0.7712
21 H 17.728 7.975 8.230  0.0108
22 Cl 19.864 5.549 6.060  -0.0001
23 H 21.976 9.560 9.672  0.0002
24 C 18.987 7.055 5.685  0.0010
25 H 20.607 8.868 8.760  -0.0014
26 H 16.985 9.146 7.128  0.0286

Cartesian forces (eV/Å) of the 2 atoms listed first:
0.5 -0.2 -0.2
0.4 -0.3 1.2

Record 12
ORCA calculation (ωB97M-V/def2-TZVPD) on a 3-piece molecular cluster, C4H12BF3N4O3 overall.

LUMO energy   0.0145 eV
Highest occupied orbital energy   -9.647 eV
Relative energy (zero: lowest compared OMol25 entry of this formula, charge and spin)   0.070 eV
Calculated total energy   -928.86683 a.u.
Molecular weight   232.0 g/mol
Orbital gap   0.3550 hartree
Charge   0
SMILES string   BCOC(F)(F)F.NC(N)=O.NC(N)=O

Each line ends with the natural charge from an NBO analysis.
Atoms and positions in Å:
1 H 1.925 -2.789 -0.309  0.3903
2 O -0.892 -1.788 -1.396  -0.6987
3 F 3.122 -1.104 1.710  -0.3227
4 H -0.815 -4.171 -2.049  0.4068
5 H 1.180 2.067 2.134  0.2022
6 C 0.040 -2.550 -1.169  0.7831
7 F 3.082 0.790 2.783  -0.3275
8 F 3.000 0.768 0.607  -0.3309
9 H -2.464 0.654 -3.062  0.3810
10 H -2.543 3.801 -1.476  0.4034
11 H -1.393 0.327 3.181  -0.0933
12 H 0.746 -4.509 -1.391  0.3876
13 N -2.592 2.936 -1.978  -0.8529
14 C 0.513 1.224 2.027  -0.4381
15 N 1.165 -2.168 -0.506  -0.8363
16 N -1.751 0.822 -2.381  -0.8439
17 H -1.108 0.076 -2.158  0.4406
18 H 1.227 -1.214 -0.199  0.4200
19 C 2.578 0.124 1.723  1.1651
20 H -0.018 1.277 4.397  -0.0989
21 H -0.123 1.409 1.172  0.2543
22 C -1.655 1.981 -1.678  0.7789
23 O -0.795 2.173 -0.828  -0.6979
24 B -0.374 0.922 3.318  0.5128
25 O 1.247 -0.012 1.761  -0.5238
26 N 0.005 -3.859 -1.566  -0.8460
27 H -3.307 2.811 -2.667  0.3846

Cartesian forces (eV/Å) of the 2 atoms listed first:
0.0 0.0 0.0
0.2 0.0 -0.1